Entry 1:
ORCA calculation (ωB97M-V with the def2-TZVPD basis set) on a molecular structure, C50H53B3N8O20.

XYZ file:
```
134
C50H53B3N8O20 (ωB97M-V with the def2-TZVPD basis set)
C -1.887 6.157 -0.388
O -1.991 6.199 1.023
C -1.209 5.220 1.671
C -1.606 3.783 1.376
C -0.459 2.817 1.749
C 0.719 3.023 0.757
B 1.590 1.727 0.594
O 2.295 1.309 1.718
B 3.501 0.779 1.293
N 4.782 1.308 1.668
O 3.408 -0.289 0.392
B 2.852 0.307 -0.736
C 3.651 0.192 -2.081
C 3.261 1.248 -3.099
O 3.605 2.559 -2.648
C 4.908 2.815 -2.627
O 5.706 2.344 -3.329
O 1.684 1.036 -0.598
H -2.812 5.747 -0.785
H -1.097 5.491 -0.724
H -1.690 7.138 -0.800
H -1.378 5.374 2.733
H -0.148 5.407 1.518
H -1.826 3.600 0.329
H -2.510 3.527 1.918
H -0.182 3.027 2.774
H -0.840 1.811 1.601
H 1.377 3.777 1.184
H 0.365 3.418 -0.190
H 4.871 2.256 1.311
H 5.484 0.781 1.157
H 3.648 -0.809 -2.496
H 4.692 0.368 -1.806
H 3.698 1.017 -4.055
H 2.189 1.205 -3.236
H 5.224 3.537 -1.870
C -1.812 -2.008 -6.075
C -0.718 -2.778 -5.704
C 0.537 -2.201 -5.607
C 0.678 -0.852 -5.880
C -0.401 -0.073 -6.258
C -1.653 -0.658 -6.355
N 2.003 -0.230 -5.754
O 2.937 -0.943 -5.434
O 2.088 0.964 -5.969
H -2.792 -2.462 -6.143
H -0.846 -3.830 -5.487
H 1.387 -2.800 -5.317
H -0.278 0.978 -6.472
H -2.505 -0.059 -6.645
C 5.544 2.074 4.749
C 4.373 2.538 5.332
C 4.415 3.190 6.555
C 5.637 3.371 7.177
C 6.813 2.907 6.614
C 6.762 2.255 5.393
N 5.690 4.083 8.463
O 4.638 4.463 8.942
O 6.784 4.255 8.969
H 5.505 1.571 3.790
H 3.425 2.395 4.829
H 3.504 3.551 7.007
H 7.761 3.051 7.112
H 7.674 1.890 4.939
C -0.869 -9.304 -3.195
C -1.709 -8.694 -4.117
C -2.014 -7.349 -3.995
C -1.468 -6.630 -2.946
C -0.635 -7.225 -2.015
C -0.336 -8.571 -2.144
N -1.770 -5.199 -2.825
O -2.523 -4.704 -3.647
O -1.251 -4.585 -1.913
H -0.628 -10.354 -3.296
H -2.124 -9.268 -4.935
H -2.668 -6.876 -4.712
H -0.218 -6.654 -1.199
H 0.315 -9.048 -1.425
C -3.168 4.766 -9.873
C -3.545 5.563 -8.801
C -3.863 4.985 -7.583
C -3.793 3.610 -7.455
C -3.425 2.801 -8.515
C -3.112 3.386 -9.731
N -4.107 2.995 -6.155
O -4.444 3.730 -5.250
O -4.005 1.783 -6.063
H -2.915 5.221 -10.822
H -3.589 6.638 -8.914
H -4.156 5.606 -6.750
H -3.379 1.728 -8.405
H -2.821 2.766 -10.567
C -3.553 -3.818 -0.289
C -4.548 -4.498 -0.984
C -5.655 -4.990 -0.310
C -5.755 -4.791 1.055
C -4.773 -4.122 1.763
C -3.668 -3.635 1.084
N -6.938 -5.292 1.768
O -7.776 -5.893 1.125
O -7.011 -5.073 2.966
H -2.698 -3.428 -0.811
H -4.463 -4.642 -2.051
H -6.426 -5.518 -0.851
H -4.859 -3.975 2.830
H -2.894 -3.108 1.625
C -6.438 -5.560 6.122
C -5.692 -6.663 5.731
C -4.943 -7.361 6.665
C -4.955 -6.944 7.984
C -5.688 -5.843 8.388
C -6.432 -5.148 7.448
N -4.179 -7.696 8.982
O -3.529 -8.648 8.591
O -4.234 -7.323 10.139
H -7.025 -5.023 5.390
H -5.698 -6.981 4.697
H -4.363 -8.220 6.360
H -5.686 -5.524 9.420
H -7.012 -4.287 7.750
C 6.322 6.709 4.579
C 5.068 6.708 3.983
C 4.835 5.938 2.857
C 5.867 5.173 2.343
C 7.124 5.167 2.921
C 7.349 5.942 4.045
N 5.617 4.333 1.166
O 4.502 4.362 0.670
O 6.529 3.637 0.757
H 6.499 7.308 5.463
H 4.269 7.307 4.400
H 3.859 5.937 2.394
H 7.923 4.568 2.508
H 8.326 5.946 4.510
```

Computed properties:
**LUMO energy**: -1.096 eV
**Maximum force**: 0.0747 Eh/bohr
**Charge**: 0
**Kohn-Sham gap**: 8.463 eV

***

Entry 2:
ORCA calculation (ωB97M-V with the def2-TZVPD basis set) on a molecular structure, C50H53BF4N8V.

XYZ file:
```
117
C50H53BF4N8V (ωB97M-V with the def2-TZVPD basis set)
V 0.087 -0.802 0.266
C -3.473 4.025 -3.118
C -3.236 5.330 -2.681
C -2.593 5.533 -1.486
C -2.171 4.408 -0.739
N -2.404 3.147 -1.146
C -3.041 2.991 -2.307
N -1.653 4.589 0.492
C -0.733 4.335 1.272
N 0.220 1.446 1.623
C -0.080 1.799 2.963
N -0.152 0.881 3.888
C -0.212 -0.467 3.723
C -0.114 -1.210 4.923
C -0.319 -2.561 4.932
C -0.679 -3.192 3.740
C -0.743 -2.420 2.611
N -0.487 -1.098 2.557
C -0.106 3.183 3.396
C 0.208 3.409 4.761
C 0.472 4.648 5.272
C 0.453 5.772 4.407
C 0.101 5.644 3.104
C -0.282 4.362 2.551
H -3.977 3.824 -4.054
H -3.565 6.174 -3.276
H -2.397 6.527 -1.104
H -3.213 1.962 -2.602
H 0.117 -0.661 5.823
H -0.232 -3.130 5.849
H -0.887 -4.252 3.695
H -1.044 -2.882 1.678
H 0.307 2.530 5.380
H 0.736 4.771 6.315
H 0.717 6.751 4.793
H 0.059 6.509 2.454
C -2.985 -2.085 -3.061
C -3.611 -1.295 -1.932
C -4.887 -0.805 -2.188
C -5.573 -0.048 -1.263
C -4.954 0.240 -0.059
C -3.682 -0.227 0.243
C -3.114 0.139 1.585
C -2.987 -1.024 -0.692
N -1.700 -1.579 -0.391
C -1.531 -2.879 -0.634
C -2.672 -3.860 -0.696
C -0.199 -3.369 -0.732
C 0.036 -4.733 -1.319
N 0.783 -2.537 -0.435
C 2.128 -3.062 -0.351
C 2.460 -4.043 0.597
C 1.489 -4.671 1.563
C 3.784 -4.445 0.720
C 4.782 -3.910 -0.070
C 4.442 -2.984 -1.037
C 3.127 -2.575 -1.207
C 2.793 -1.696 -2.384
H -3.031 -1.496 -3.977
H -3.553 -3.002 -3.242
H -1.949 -2.347 -2.878
H -5.341 -1.033 -3.148
H -6.570 0.320 -1.474
H -5.466 0.843 0.680
H -3.772 0.850 2.083
H -2.137 0.599 1.480
H -3.013 -0.736 2.227
H -3.623 -3.367 -0.517
H -2.531 -4.625 0.073
H -2.718 -4.373 -1.657
H -0.389 -4.756 -2.326
H -0.445 -5.522 -0.737
H 1.098 -4.949 -1.386
H 1.799 -4.419 2.577
H 1.505 -5.759 1.456
H 0.467 -4.334 1.432
H 4.030 -5.168 1.490
H 5.811 -4.222 0.062
H 5.209 -2.556 -1.674
H 3.670 -1.127 -2.697
H 1.985 -1.013 -2.155
H 2.476 -2.317 -3.227
F 2.942 -0.871 4.195
B 3.205 -1.867 3.232
F 3.327 -3.132 3.844
F 4.370 -1.543 2.508
F 2.100 -1.913 2.312
C -0.237 -0.421 -3.799
C 0.448 0.936 -4.048
C 1.727 0.726 -4.876
C 0.818 1.805 -2.842
C 1.076 3.135 -3.173
C 1.610 4.040 -2.278
C 2.016 3.570 -1.041
C 1.781 2.261 -0.664
C 2.445 1.776 0.612
C 1.579 0.885 1.484
C 3.740 1.024 0.269
C 1.026 1.397 -1.502
N 0.527 0.229 -0.942
H 0.400 -1.251 -4.111
H -1.160 -0.478 -4.373
H -0.476 -0.563 -2.751
H -0.227 1.547 -4.652
H 2.471 0.182 -4.289
H 2.165 1.677 -5.183
H 1.500 0.145 -5.775
H 0.837 3.465 -4.179
H 1.750 5.078 -2.553
H 2.534 4.229 -0.352
H 2.700 2.658 1.202
H 1.577 -0.132 1.044
H 0.107 2.236 0.991
H 2.036 0.758 2.463
H 3.508 0.155 -0.350
H 4.229 0.661 1.176
H 4.423 1.676 -0.277
```

Computed properties:
**LUMO energy (spin up / spin down)**: 1.000 / 0.993 eV
**Maximum force**: 0.0382 Eh/bohr
**Charge**: -1
**Kohn-Sham gap (spin up / spin down)**: 3.772 / 3.762 eV